[1]
2 unconnected molecules or ions with the total composition C2H6ClNS. Source: OMol25; level of theory: the ωB97M-V functional and the def2-TZVPD basis.

Last column: Löwdin charge in e.
Atoms and positions in Å:
Cl -2.896 -0.869 -0.201  0.2556
S 0.661 -1.613 0.495  0.7000
N 0.586 0.001 -1.689  0.0844
C 0.724 1.243 0.228  -0.1206
C 0.539 -0.024 -0.429  -0.8128
H 1.566 1.832 -0.187  0.1072
H -0.088 -1.576 1.630  -0.1593
H 0.839 1.152 1.224  0.0231
H -2.541 -1.185 1.036  -0.2162
H -0.079 1.937 0.063  0.0847
H 0.689 -0.899 -2.170  0.0538

Summary:
- ΔE to the lowest compared entry with this formula, charge and spin (kcal/mol) = 24.6
- E_tot (eV) = -27018.139
- strongest force on any atom (Eh/bohr) = 0.069
- SMILES = [H]/N=C(/C)S.Cl
- HOMO-LUMO gap (eV) = 9.84

[2]
A molecular structure, C2H6ClO2P. Source: OMol25; level of theory: the ωB97M-V functional and the def2-TZVPD basis.

Last column: Löwdin charge in e.
Atoms and positions in Å:
Cl -1.193 -1.969 1.229  -0.0467
P -1.262 0.647 1.304  0.5786
O 0.147 0.868 0.695  -0.2999
O -1.413 1.155 2.631  -0.2919
C 0.623 -0.182 -1.429  -0.0838
C 0.991 -0.079 0.017  -0.3084
H 1.110 -0.806 -2.037  0.0412
H -2.303 0.807 0.345  0.0569
H -0.378 -0.562 -1.503  0.0672
H 0.646 0.746 -1.917  0.0708
H 2.068 0.436 0.103  0.1644
H 0.964 -1.061 0.562  0.0518

Summary:
- ΔE to the lowest compared entry with this formula, charge and spin (kcal/mol) = 41.4
- E_tot (eV) = -28077.499
- strongest force on any atom (Eh/bohr) = 0.081
- HOMO-LUMO gap (eV) = 9.95

[3]
2 unconnected molecules or ions with the total composition C2H6ClPS. Source: OMol25; level of theory: the ωB97M-V functional and the def2-TZVPD basis.

Last column: Löwdin charge in e.
Atoms and positions in Å:
Cl 3.386 0.226 0.071  -0.4446
S -0.853 0.650 -0.699  0.5157
P 0.329 -0.400 0.628  0.6873
C -1.395 1.945 0.506  -0.4450
C 0.697 -1.891 -0.445  -0.4286
H -2.367 1.501 0.850  0.0350
H 0.527 -2.789 0.047  -0.0040
H -1.469 2.898 -0.190  0.0873
H 1.779 -1.932 -0.783  0.0272
H -0.797 1.744 1.370  -0.0300
H 0.163 -1.952 -1.354  -0.0003

Summary:
- ΔE to the lowest compared entry with this formula, charge and spin (kcal/mol) = 50.2
- E_tot (eV) = -34815.938
- strongest force on any atom (Eh/bohr) = 0.059
- HOMO-LUMO gap (alpha / beta) (eV) = 6.51 / 6.52

[4]
A molecular structure, C2H6CrO2. Source: OMol25; level of theory: the ωB97M-V functional and the def2-TZVPD basis.

Last column: Löwdin charge in e.
Atoms and positions in Å:
Cr 2.127 0.713 0.093  1.0863
O 2.343 -1.097 0.139  -0.4180
O 0.378 1.484 0.058  -0.3390
C -0.896 1.033 0.034  -0.3795
C -1.046 -0.477 0.036  0.1116
H 2.769 -1.641 -0.523  -0.0095
H -1.403 1.528 -0.837  0.1488
H -0.875 -0.681 -1.037  0.1826
H -1.440 1.533 0.879  0.1491
H -0.943 -0.676 1.119  0.1847
H -1.015 -1.719 0.037  0.2830

Summary:
- ΔE to the lowest compared entry with this formula, charge and spin (kcal/mol) = 97.1
- multiplicity = 6
- E_tot (eV) = -34673.920
- strongest force on any atom (Eh/bohr) = 0.106
- ⟨S²⟩ = 8.77
- charge = +1
- HOMO-LUMO gap (alpha / beta) (eV) = 7.64 / 7.79

[5]
A molecular structure, C2H6CsO. Source: OMol25; level of theory: the ωB97M-V functional and the def2-TZVPD basis.

Last column: Löwdin charge in e.
Atoms and positions in Å:
Cs -1.811 -1.364 -1.142  1.6228
O 0.187 -1.061 -0.821  -0.7491
C 0.241 0.322 -0.483  -0.3860
C -0.058 0.440 1.005  -0.0815
H 1.100 -1.322 -0.957  0.1220
H -0.460 0.902 -1.084  0.0855
H -1.123 0.331 1.209  0.0574
H 1.265 0.634 -0.689  0.1357
H 0.451 -0.317 1.602  0.0963
H 0.208 1.436 1.360  0.0968

Summary:
- ΔE to the lowest compared entry with this formula, charge and spin (kcal/mol) = 68.2
- E_tot (eV) = -4758.479
- strongest force on any atom (Eh/bohr) = 0.213
- charge = +1
- HOMO-LUMO gap (eV) = 12.44

[6]
2 unconnected molecules or ions with the total composition C2H6F2N2. Source: OMol25; level of theory: the ωB97M-V functional and the def2-TZVPD basis.

Last column: Löwdin charge in e.
Atoms and positions in Å:
F 1.538 0.570 1.085  -0.0319
F -2.286 0.287 0.486  -0.0101
N 0.982 -1.831 -0.298  0.1014
N 1.174 0.209 -0.169  -0.0192
C -1.021 0.655 0.736  -0.2369
C -0.124 0.502 -0.463  -0.2672
H -0.575 0.151 1.545  0.1004
H 1.901 -1.735 -0.794  0.0341
H -0.139 1.415 -1.005  0.1139
H 0.313 -1.774 -1.005  -0.0451
H -0.676 -0.194 -1.107  0.1234
H -1.086 1.745 0.988  0.1371

Summary:
- ΔE to the lowest compared entry with this formula, charge and spin (kcal/mol) = 126.4
- E_tot (eV) = -10580.667
- strongest force on any atom (Eh/bohr) = 0.107
- HOMO-LUMO gap (alpha / beta) (eV) = 9.63 / 9.62

[7]
A molecular structure, C2H6F6OPSTl. Source: OMol25; level of theory: the ωB97M-V functional and the def2-TZVPD basis.

Last column: Löwdin charge in e.
Atoms and positions in Å:
Tl 1.611 -1.131 0.527  1.1344
S -1.024 1.735 -1.472  1.0631
P 0.138 0.940 2.668  0.1615
F 0.734 1.385 1.127  -0.3133
F -0.469 -0.414 1.899  -0.2883
F 0.800 2.236 3.261  -0.0847
F 1.542 0.106 2.841  -0.2585
F -1.223 1.712 2.321  -0.1335
F -0.397 0.435 4.046  -0.0684
O -0.444 0.454 -1.017  -0.4002
C -2.162 2.430 -0.304  -0.1649
C 0.255 2.942 -1.704  -0.1601
H 0.895 2.615 -2.521  0.0853
H -2.690 1.604 0.171  0.0920
H -2.834 3.088 -0.858  0.0888
H 0.792 2.981 -0.754  0.0788
H -1.555 2.960 0.432  0.0776
H -0.229 3.890 -1.941  0.0903

Summary:
- multiplicity = 2
- E_tot (eV) = -45338.609
- strongest force on any atom (Eh/bohr) = 0.013
- ⟨S²⟩ = 0.76
- charge = +1
- HOMO-LUMO gap (alpha / beta) (eV) = 11.87 / 7.40

[8]
C2H6FN2O2PS in the gas phase. Source: OMol25; level of theory: the ωB97M-V functional and the def2-TZVPD basis.

Last column: Löwdin charge in e.
Atoms and positions in Å:
S 1.100 0.447 -2.781  0.2719
P 1.127 0.094 -0.888  0.3230
F -2.063 0.763 2.144  -0.0194
O -1.184 -0.918 -0.840  0.0191
O -0.284 0.644 0.341  -0.0866
N 1.407 -1.500 -0.362  -0.0909
N 2.196 1.142 -0.004  -0.1230
C -2.425 0.089 1.015  -0.1198
C -1.257 -0.137 0.074  -0.6557
H 1.641 -2.298 -0.919  0.0636
H -3.310 0.607 0.370  0.1836
H 1.281 -1.440 0.646  0.0614
H 1.892 1.783 0.661  0.0099
H 2.667 1.579 -0.853  0.0429
H -2.790 -0.855 1.396  0.1198

Summary:
- ΔE to the lowest compared entry with this formula, charge and spin (kcal/mol) = 35.1
- E_tot (eV) = -32088.829
- strongest force on any atom (Eh/bohr) = 0.099
- SMILES = NP(N)(=S)OC(=O)CF
- HOMO-LUMO gap (eV) = 9.90

[9]
C2H6FN3 in the gas phase. Source: OMol25; level of theory: the ωB97M-V functional and the def2-TZVPD basis.

Last column: Löwdin charge in e.
Atoms and positions in Å:
F -0.234 -2.247 0.455  -0.0631
N 0.942 -0.262 -0.968  0.1372
N -0.285 1.276 0.248  -0.0820
N 0.323 2.324 -0.485  0.0046
C -0.713 -0.997 0.795  -0.1270
C 0.050 0.003 -0.085  -0.4524
H 0.356 1.977 -1.457  0.0724
H -1.785 -1.010 0.515  0.1341
H 0.959 -1.268 -1.062  0.0385
H -1.241 1.515 0.426  0.1231
H 1.290 2.392 -0.151  0.0823
H -0.356 -0.781 1.817  0.1322

Summary:
- ΔE to the lowest compared entry with this formula, charge and spin (kcal/mol) = 5.2
- E_tot (eV) = -9357.858
- strongest force on any atom (Eh/bohr) = 0.032
- SMILES = [H]/N=C(\CF)NN
- HOMO-LUMO gap (eV) = 10.48

[10]
A molecular structure, C2H6FNO2S2. Source: OMol25; level of theory: the ωB97M-V functional and the def2-TZVPD basis.

Last column: Löwdin charge in e.
Atoms and positions in Å:
S -1.421 -0.350 -0.105  0.4992
S 1.092 -1.096 0.291  1.0861
F 1.512 -0.415 1.704  -0.3110
O -2.548 -1.005 -0.790  -0.3489
O -0.838 -1.044 1.076  -0.5184
N -0.071 -0.004 -0.959  -0.3041
C 2.548 -0.561 -0.634  -0.2794
C -2.095 1.238 0.499  -0.1466
H -2.667 1.848 -0.328  0.1104
H -2.845 1.049 1.232  0.0440
H -1.176 1.731 0.801  0.0462
H 2.222 0.309 -1.227  0.0441
H 3.496 -0.365 -0.228  0.0370
H 2.791 -1.335 -1.332  0.0413

Summary:
- ΔE to the lowest compared entry with this formula, charge and spin (kcal/mol) = 58.2
- E_tot (eV) = -32139.800
- strongest force on any atom (Eh/bohr) = 0.078
- HOMO-LUMO gap (eV) = 9.28

[11]
A molecular structure, C2H6FOSSn. Source: OMol25; level of theory: the ωB97M-V functional and the def2-TZVPD basis.

Last column: Löwdin charge in e.
Atoms and positions in Å:
Sn 2.695 1.641 -4.039  1.4501
S 0.952 -0.517 1.000  0.8841
F -1.146 2.223 -3.323  -0.5010
O 1.698 0.178 -0.161  -0.6313
C -0.284 -1.594 0.181  -0.2673
C -0.351 0.647 1.492  -0.2705
H -0.561 1.337 0.674  0.0635
H 0.019 1.283 2.297  0.0470
H -0.848 -1.079 -0.597  0.0625
H -1.085 -1.886 0.860  0.0542
H 0.201 -2.471 -0.248  0.0481
H -1.292 0.240 1.863  0.0605

Summary:
- ΔE to the lowest compared entry with this formula, charge and spin (kcal/mol) = 93.0
- E_tot (eV) = -23587.844
- strongest force on any atom (Eh/bohr) = 0.051
- charge = +1
- HOMO-LUMO gap (eV) = 3.54

[12]
2 unconnected molecules or ions with the total composition C2H6IN2. Source: OMol25; level of theory: the ωB97M-V functional and the def2-TZVPD basis.

Last column: Löwdin charge in e.
Atoms and positions in Å:
I 2.704 -2.373 2.619  0.9214
N 2.592 -1.589 0.948  -0.7272
N 0.660 0.689 -0.047  0.1795
C -0.272 0.155 0.724  -0.1683
C -0.456 -1.205 0.932  0.1161
H 1.451 0.163 -0.521  0.1573
H -0.154 -1.977 0.113  0.1328
H 0.579 1.749 -0.026  0.1759
H -0.941 0.953 1.086  0.1531
H 3.444 -1.205 0.500  -0.0448
H -1.086 -1.601 1.763  0.1042

Summary:
- ΔE to the lowest compared entry with this formula, charge and spin (kcal/mol) = 102.4
- E_tot (eV) = -13240.811
- strongest force on any atom (Eh/bohr) = 0.079
- charge = +1
- HOMO-LUMO gap (alpha / beta) (eV) = 7.80 / 5.77